Record 1
C4H6N2 in the gas phase. Source: OMol25; level of theory: the ωB97M-V functional and the def2-TZVPD basis.

```
12
Properties=species:S:1:pos:R:3
H 1.571 1.354 -1.211
N -1.067 -0.287 -0.991
H 1.855 -0.186 -0.371
C 1.301 0.755 -0.334
H 1.628 1.317 0.550
H -1.934 0.075 0.904
N -0.226 -2.392 1.866
H -0.672 1.616 -0.284
H -0.681 -1.050 -1.516
C -0.203 0.635 -0.291
C -0.532 -1.484 1.215
C -1.040 -0.352 0.462
```

Results
Gap between HOMO and LUMO: 0.395 Eh
Energy: -265.4710 Ha
HOMO level: -9.84 eV
SMILES: C[C@H]1N[C@H]1C#N

---

Record 2
2 unconnected molecules or ions with the total composition C6H16. Source: OMol25; level of theory: the ωB97M-V functional and the def2-TZVPD basis.

```
22
Properties=species:S:1:pos:R:3
H -2.329 1.365 1.180
C -1.681 1.427 0.308
C -1.152 0.048 -0.094
H 1.941 1.013 1.068
H 3.649 0.548 1.140
H 3.102 -1.815 0.556
C -2.339 -0.861 -0.365
H 2.879 0.608 -0.390
H -2.184 -1.939 -0.460
C 2.698 0.348 0.656
C 2.321 -1.126 0.866
H 0.288 -0.718 -1.503
H -2.287 1.843 -0.495
H -3.184 -0.754 0.316
H 1.359 -1.403 0.427
H -0.551 -0.376 0.709
H -1.020 0.144 -2.203
H -0.858 2.130 0.487
H -2.781 -0.600 -1.337
H 0.285 1.104 -1.438
C -0.308 0.189 -1.378
H 2.154 -1.176 1.950
```

Results
Gap between HOMO and LUMO: 0.457 Eh
Energy: -238.1851 Ha
HOMO level: -11.31 eV
SMILES: CC(C)C.CC

---

Record 3
C23H33N3O4 in the gas phase. Source: OMol25; level of theory: the ωB97M-V functional and the def2-TZVPD basis.

```
63
Properties=species:S:1:pos:R:3
H 9.418 0.145 0.683
H 2.595 -2.819 -0.899
H 8.588 -1.297 1.258
H -3.012 -3.942 1.279
H 1.034 -4.630 -0.358
C 8.795 -0.253 1.479
C 3.971 0.719 -2.124
H -7.705 1.728 1.058
H -4.260 1.502 1.548
C -1.141 -2.058 -0.124
C 1.081 -1.281 -0.760
C -4.053 1.308 -1.077
C 7.778 2.008 1.919
H 9.337 -0.195 2.420
C -2.990 -0.538 0.226
C 5.360 0.744 0.087
H -2.449 0.053 -1.794
C 0.690 -3.609 -0.399
C 1.908 -0.089 -1.082
H 6.851 2.573 1.986
H -3.016 -5.552 0.517
C -7.613 1.796 -0.023
N -5.263 1.162 -0.296
C -0.256 -1.042 -0.450
C -3.343 -0.040 -1.176
N 3.024 -0.330 -1.818
C 6.745 0.494 0.278
O 6.364 0.315 -1.830
H -5.859 0.724 1.646
H 3.452 1.663 -1.930
O -2.449 -1.851 0.208
C 5.185 0.621 -1.260
H -6.536 4.335 0.050
C 7.497 0.543 1.567
H 4.620 0.976 0.824
H -2.283 0.152 0.707
H -4.321 1.649 -2.080
C -4.940 0.777 1.063
H -4.011 -0.767 -1.642
H -0.574 -0.013 -0.470
C -0.656 -3.384 -0.113
O -1.350 -4.517 0.169
O 1.591 1.038 -0.747
C -5.831 3.546 0.300
H 3.278 -1.275 -2.052
H -4.943 -1.329 0.614
C -2.744 -4.505 0.384
H -5.853 3.396 1.377
N 7.318 0.245 -0.870
H 8.405 2.459 1.153
H -4.038 -0.906 2.077
H 8.293 2.071 2.874
H -3.281 -4.095 -0.474
H -3.356 2.046 -0.639
C 1.557 -2.585 -0.717
C -6.214 2.256 -0.439
H -4.835 3.873 0.011
H -6.245 2.475 -1.513
H 6.856 0.115 2.348
C -4.270 -0.595 1.057
H -7.822 0.822 -0.455
H 4.271 0.663 -3.174
H -8.354 2.506 -0.380
```

Results
Gap between HOMO and LUMO: 0.330 Eh
Energy: -1361.4099 Ha
HOMO level: -8.25 eV
SMILES: COc1ccc(C(=O)NCc2cc(C(C)C)no2)cc1OC1CCN(C(C)C)CC1

---

Record 4
2 unconnected molecules or ions with the total composition C3H3FN2. Source: OMol25; level of theory: the ωB97M-V functional and the def2-TZVPD basis.

```
9
Properties=species:S:1:pos:R:3
H -1.564 0.969 -1.108
C -1.568 -0.786 0.032
C -1.018 0.532 -0.300
F -1.096 1.265 0.831
C 2.166 -0.371 -0.261
H 0.026 0.438 -0.387
N -1.626 -1.883 0.354
N 2.227 -1.004 0.686
H 2.479 -1.717 1.303
```

Results
Gap between HOMO and LUMO: 0.470 Eh
Energy: -325.4043 Ha
HOMO level: -11.83 eV

---

Record 5
C2HIN2S2 in the gas phase. Source: OMol25; level of theory: the ωB97M-V functional and the def2-TZVPD basis.

```
8
Properties=species:S:1:pos:R:3
N 0.951 -0.764 -0.010
S -0.535 -2.973 0.038
C 1.455 0.215 0.467
H -1.755 2.011 -0.007
N -0.898 1.315 -0.159
S -1.579 -0.194 -0.245
C -0.231 -1.384 -0.015
I 2.592 1.774 -0.068
```

Results
Gap between HOMO and LUMO (alpha / beta): 0.232 / 0.261 Eh
Energy: -1280.2369 Ha
HOMO level (alpha / beta): -7.73 / -8.58 eV

---

Record 6
A molecular structure, C17H18N6O10V. Source: OMol25; level of theory: the ωB97M-V functional and the def2-TZVPD basis.

```
52
Properties=species:S:1:pos:R:3
H 5.544 -1.148 0.801
C 3.179 -0.253 0.316
C 3.375 0.075 -2.068
H 2.425 -1.622 2.755
C 2.808 -0.602 2.682
H -3.297 -4.365 -0.278
N 3.695 -0.451 1.529
N -2.278 2.620 -2.890
C -1.180 -1.042 2.236
O 1.925 -0.487 0.111
C -0.269 2.690 -1.405
H 3.383 -0.375 3.577
N 0.449 6.689 -2.792
H -0.796 -1.455 -2.195
O -1.492 -1.425 3.324
H 5.221 1.320 0.449
H -2.296 -3.432 -2.362
N 3.928 0.141 -0.720
N 1.763 2.878 -0.049
C -2.350 -2.903 0.980
O -0.493 1.468 -1.019
C 5.128 0.963 -0.572
H 2.818 0.984 -2.316
C -1.241 -1.899 -1.314
O -0.496 0.082 1.985
C -2.637 -3.509 -0.235
C 5.080 -0.868 1.742
V 0.228 0.340 0.316
O 2.935 3.101 -0.145
C -1.119 3.338 -2.325
H 1.977 0.093 2.632
O -0.364 7.155 -3.554
C -2.081 -2.996 -1.397
C 0.837 3.467 -0.988
H 5.025 1.832 -1.222
O -2.136 1.443 -3.144
C -0.917 4.630 -2.751
H -1.620 5.095 -3.429
H 2.723 -0.787 -2.170
C -1.514 -1.809 0.978
N -0.959 -1.325 -0.144
O 1.270 2.170 0.850
H 5.070 -1.744 2.390
C 0.207 5.317 -2.314
C 1.107 4.743 -1.449
O 1.449 7.239 -2.384
H -2.762 -3.246 1.919
H 1.981 5.285 -1.118
H 5.668 -0.086 2.223
H 4.200 -0.023 -2.770
O -3.276 3.275 -3.083
H 6.025 0.416 -0.858
```

Results
Gap between HOMO and LUMO (alpha / beta): 0.295 / 0.302 Eh
2S+1: 3
Energy: -2683.2069 Ha
Total charge: +1
HOMO level (alpha / beta): -12.73 / -12.89 eV